## w
{
  "formula": "C4H5BrN2O2S",
  "method": "ωB97M-V/def2-TZVPD",
  "species": ["C", "C", "C", "C", "N", "N", "O", "O", "S", "Br", "H", "H", "H", "H", "H"],
  "coordinates": [[0.00, -0.77, -0.10], [-0.94, -1.72, 0.50], [1.24, -0.31, 0.43], [-0.22, 1.08, -1.44], [-0.52, -0.13, -1.18], [-0.62, -2.46, 1.48], [2.24, 2.04, -0.78], [0.42, 2.38, 0.95], [1.00, 1.59, -0.13], [-2.42, 2.94, -0.61], [-1.93, -1.86, -0.06], [1.22, -0.36, 1.48], [2.24, -0.56, 0.02], [-0.38, 1.25, -2.41], [-1.33, -3.11, 1.85]],
  "gap_ev": [8.25, 5.28],
  "charge": 0
}

=====

## x
{
  "formula": "C4H5BrN2O2S",
  "method": "ωB97M-V/def2-TZVPD",
  "species": ["C", "C", "C", "C", "N", "N", "O", "O", "S", "Br", "H", "H", "H", "H", "H"],
  "coordinates": [[0.63, -0.44, -0.43], [1.75, 0.53, -0.27], [0.56, -1.59, 0.25], [-1.25, -0.91, -1.50], [-0.20, -0.21, -1.51], [2.61, 0.58, 0.64], [-1.85, -2.78, 0.59], [-0.56, -3.58, -1.35], [-0.90, -2.49, -0.49], [-2.43, -1.00, -2.94], [1.83, 1.28, -1.14], [0.99, -1.88, 1.19], [-3.30, 0.19, -0.35], [-2.54, 0.60, -0.49], [3.44, 1.12, 0.63]],
  "gap_ev": 8.64,
  "charge": 0
}

=====

Tell me which of them is the least stable. Sure, it is w.

=====

## w
{
  "formula": "C5H11NO3",
  "method": "ωB97M-V/def2-TZVPD",
  "species": ["C", "C", "C", "C", "C", "N", "O", "O", "O", "H", "H", "H", "H", "H", "H", "H", "H", "H", "H", "H"],
  "coordinates": [[1.29, -0.09, 1.16], [-1.05, 1.73, -0.23], [-0.11, 0.55, -2.08], [0.21, -2.15, 0.39], [0.07, 1.31, -0.85], [0.21, -0.86, 0.93], [2.32, -0.28, 0.59], [1.23, 0.88, 2.04], [-0.91, -0.40, 1.50], [-1.20, 2.28, 0.68], [-2.12, 1.56, -0.54], [-1.55, -0.19, 0.84], [0.13, 1.10, -3.01], [-1.06, 0.13, -2.09], [0.62, -0.26, -2.17], [1.10, -2.48, -0.11], [0.07, -2.93, 1.26], [-0.62, -2.49, -0.31], [1.01, 1.55, -0.57], [0.37, 1.07, 2.57]],
  "gap_ev": 9.85,
  "smiles": "CN(O)C(=O)O.C=CC",
  "charge": 0
}

=====

## x
{
  "formula": "C5H11NO3",
  "method": "ωB97M-V/def2-TZVPD",
  "species": ["C", "C", "C", "C", "C", "H", "H", "H", "H", "H", "H", "H", "H", "H", "H", "H", "N", "O", "O", "O"],
  "coordinates": [[-0.61, -2.73, -1.26], [0.23, -1.02, 0.07], [0.81, 0.44, 0.13], [-0.43, 1.40, -0.27], [0.09, 2.70, -0.52], [-1.85, -2.85, -0.76], [0.19, -3.22, -0.91], [-0.89, -2.81, -2.19], [1.78, 0.63, -0.61], [1.15, -0.32, 2.07], [1.50, 1.40, 1.48], [-0.80, 1.11, -1.44], [0.65, 3.02, 0.46], [0.97, 2.85, -1.23], [-0.47, 3.41, -0.93], [-1.00, 1.87, 1.86], [1.34, 0.60, 1.32], [-0.13, -1.46, -1.17], [0.07, -1.68, 1.01], [-1.34, 1.38, 0.68]],
  "gap_ev": 8.83,
  "charge": 0
}

=====

Tell me which of them is the least stable. Sure, it is x.

=====

## w
{
  "formula": "C5H11NO3",
  "method": "ωB97M-V/def2-TZVPD",
  "species": ["C", "C", "C", "C", "N", "C", "O", "O", "O", "H", "H", "H", "H", "H", "H", "H", "H", "H", "H", "H"],
  "coordinates": [[-0.91, 0.42, -0.84], [1.93, 0.59, 0.24], [1.28, -1.02, 1.96], [-2.42, 0.44, -0.86], [0.87, -0.20, 0.84], [-0.32, -0.51, 0.25], [-0.35, 1.66, -1.02], [-0.24, -0.53, -1.86], [-1.08, -1.35, 0.72], [-0.41, 1.87, -1.96], [-0.71, -1.37, -1.90], [2.71, 0.75, 0.98], [2.36, 0.07, -0.62], [0.47, -1.71, 2.23], [1.59, 1.57, -0.06], [1.50, -0.38, 2.82], [2.16, -1.61, 1.71], [-2.79, 1.24, -0.22], [-2.77, 0.57, -1.88], [-2.88, -0.49, -0.50]],
  "gap_ev": 9.87,
  "smiles": "CN(C)C(=O)C(C)(O)O",
  "charge": 0
}

=====

## x
{
  "formula": "C5H11NO3",
  "method": "ωB97M-V/def2-TZVPD",
  "species": ["C", "N", "C", "C", "O", "H", "H", "H", "H", "H", "H", "H", "C", "C", "O", "O", "H", "H", "H", "H"],
  "coordinates": [[1.18, 1.57, -0.76], [1.25, 0.20, -0.28], [-2.17, -0.05, -0.10], [-3.02, -0.29, -1.09], [2.04, -0.64, -1.07], [1.48, -0.98, -1.79], [-2.02, -0.79, 0.68], [2.16, 1.87, -1.15], [0.43, 1.65, -1.54], [0.92, 2.24, 0.06], [-3.30, 0.48, -1.79], [-3.64, -1.17, -1.08], [1.45, -1.53, 1.42], [1.02, -0.15, 1.03], [-1.75, 1.23, 0.21], [0.42, 0.62, 1.76], [-1.09, 1.35, 0.92], [2.52, -1.63, 1.27], [1.19, -1.70, 2.47], [0.94, -2.28, 0.82]],
  "gap_ev": 9.42,
  "smiles": "CC(=O)N(C)O.C=CO",
  "charge": 0
}

=====

Tell me which of them is the least stable. Sure, it is x.

=====

## w
{
  "formula": "C5H11NO3",
  "method": "ωB97M-V/def2-TZVPD",
  "species": ["C", "C", "O", "O", "H", "H", "H", "H", "C", "C", "N", "C", "O", "H", "H", "H", "H", "H", "H", "H"],
  "coordinates": [[2.35, -0.36, -0.91], [0.99, 0.27, -1.03], [0.69, 1.03, 0.61], [0.66, 1.05, -1.91], [0.35, 1.90, 0.32], [2.42, -0.99, -0.02], [3.10, 0.44, -0.84], [2.55, -0.95, -1.80], [-1.92, 0.80, 0.93], [-0.61, 0.17, 1.24], [-1.14, -0.89, -1.60], [-0.28, -0.63, 2.23], [-0.04, -0.88, -0.69], [-0.98, -0.08, -2.20], [-1.00, -1.73, -2.16], [-2.12, 0.85, -0.14], [-2.72, 0.20, 1.37], [-1.98, 1.81, 1.34], [0.72, -1.02, 2.35], [-1.05, -0.99, 2.91]],
  "gap_ev": 9.36,
  "charge": 0
}

=====

## x
{
  "formula": "C5H11NO3",
  "method": "ωB97M-V/def2-TZVPD",
  "species": ["C", "C", "N", "O", "O", "H", "H", "H", "H", "H", "C", "C", "C", "O", "H", "H", "H", "H", "H", "H"],
  "coordinates": [[1.42, -0.93, -1.62], [-0.74, -0.88, -0.50], [1.96, 0.22, -1.43], [-0.69, -2.15, 0.01], [-1.59, -0.58, -1.31], [-1.43, -2.66, -0.38], [1.86, 0.55, -0.30], [1.84, 0.92, -2.16], [1.58, -1.69, -0.87], [0.98, -1.22, -2.57], [-0.66, 1.73, 0.18], [-0.73, -0.03, 2.05], [-0.02, 0.51, 0.82], [1.27, 0.51, 0.90], [-0.24, 1.90, -0.81], [-0.41, 2.59, 0.80], [-1.73, 1.64, 0.08], [-1.80, -0.16, 1.88], [-0.29, -0.97, 2.36], [-0.58, 0.70, 2.86]],
  "gap_ev": [7.79, 7.79],
  "charge": 0
}

=====

## y
{
  "formula": "C5H11NO3",
  "method": "ωB97M-V/def2-TZVPD",
  "species": ["C", "C", "C", "C", "C", "H", "H", "H", "H", "H", "H", "H", "H", "H", "H", "H", "N", "O", "O", "O"],
  "coordinates": [[1.28, -0.25, -0.37], [1.15, 1.22, 0.16], [-1.29, 1.01, 0.14], [-1.06, -0.42, 0.33], [0.09, -0.89, -0.59], [2.73, -1.13, 0.57], [1.93, -0.25, -1.44], [1.00, 1.02, 1.23], [1.77, 1.98, -0.31], [-0.49, 2.60, -0.80], [-2.18, 1.38, -0.92], [-1.59, 1.66, 1.18], [-0.60, -0.38, 1.26], [-2.30, -1.45, 1.44], [-0.83, -0.77, -1.74], [0.71, -2.43, -0.08], [-0.15, 1.70, -0.46], [1.96, -1.03, 0.78], [-2.24, -1.25, 0.24], [0.09, -2.34, -0.64]],
  "gap_ev": 8.91,
  "charge": 0
}

=====

## z
{
  "formula": "C5H11NO3",
  "method": "ωB97M-V/def2-TZVPD",
  "species": ["C", "N", "C", "O", "H", "H", "H", "H", "H", "C", "C", "C", "O", "O", "H", "H", "H", "H", "H", "H"],
  "coordinates": [[0.94, -0.96, -0.78], [0.87, -0.02, -1.88], [-1.69, -0.40, -0.25], [-2.06, -1.44, 0.20], [1.24, -0.41, -2.74], [1.40, 0.82, -1.64], [-1.69, -0.09, -1.31], [0.26, -1.80, -0.92], [1.93, -1.44, -0.68], [-1.35, 1.98, 0.07], [0.83, -1.03, 1.84], [0.90, -0.11, 0.66], [-1.33, 0.66, 0.60], [1.42, 0.98, 0.65], [-0.34, 2.31, -0.18], [-1.74, 2.66, 0.83], [-1.96, 2.04, -0.83], [0.92, -0.46, 2.76], [-0.14, -1.53, 1.83], [1.61, -1.78, 1.78]],
  "gap_ev": 10.23,
  "smiles": "CC(=O)CN.COC=O",
  "charge": 0
}

=====

Tell me which of them is the least stable. Sure, it is y.

=====

## w
{
  "formula": "C32H36BF2NO2S",
  "method": "ωB97M-V/def2-TZVPD",
  "species": ["C", "C", "C", "C", "C", "B", "C", "C", "C", "C", "N", "C", "C", "C", "C", "O", "C", "C", "C", "C", "C", "C", "O", "S", "H", "H", "H", "H", "H", "H", "H", "H", "H", "H", "H", "H", "H", "H", "H", "H", "H", "H", "H", "H", "H", "H", "H", "H", "H", "H", "H", "F", "C", "C", "C", "C", "C", "C", "C", "C", "C", "F", "C", "C", "C", "C", "H", "H", "H", "H", "H", "H", "H", "H", "H"],
  "coordinates": [[-5.05, -0.85, 0.22], [-3.73, -0.40, -0.26], [-3.27, 0.90, -0.44], [-2.03, 0.95, -1.15], [-1.55, -0.31, -1.51], [0.56, 0.84, 2.89], [-0.57, -0.63, -2.51], [-0.09, -1.96, -2.69], [0.68, -2.29, -3.78], [0.97, -1.31, -4.76], [1.63, -1.65, -5.90], [1.93, -0.69, -6.93], [2.02, -3.02, -6.15], [0.56, 0.03, -4.56], [-0.18, 0.36, -3.44], [-0.04, 2.04, 3.13], [-1.11, 1.72, 4.06], [-0.71, 2.54, 5.29], [-2.40, 2.20, 3.41], [-1.02, 0.14, 4.27], [-1.15, -0.36, 5.69], [-2.02, -0.66, 3.44], [0.31, -0.17, 3.81], [-2.56, -1.54, -0.78], [-5.81, -0.07, 0.05], [-5.34, -1.76, -0.33], [-5.02, -1.10, 1.30], [-3.82, 1.79, -0.11], [-1.50, 1.86, -1.41], [-0.34, -2.72, -1.95], [1.00, -3.32, -3.94], [1.01, -0.32, -7.41], [2.48, 0.18, -6.53], [2.54, -1.19, -7.69], [2.65, -3.41, -5.34], [1.14, -3.68, -6.25], [2.58, -3.04, -7.09], [0.82, 0.80, -5.28], [-0.46, 1.40, -3.28], [-1.47, 2.48, 6.09], [0.26, 2.19, 5.67], [-0.59, 3.59, 5.00], [-3.27, 1.94, 4.01], [-2.37, 3.29, 3.27], [-2.51, 1.76, 2.41], [-2.15, -0.11, 6.09], [-1.08, -1.45, 5.70], [-0.39, 0.04, 6.37], [-3.02, -0.59, 3.89], [-2.09, -0.34, 2.39], [-1.72, -1.71, 3.44], [3.08, 4.27, -2.00], [2.37, 3.35, -1.26], [2.38, 2.01, -1.66], [1.67, 1.10, -0.89], [0.99, 1.47, 0.29], [0.40, 0.37, 1.14], [1.35, -0.80, 1.25], [1.09, -2.09, 0.78], [2.11, -3.06, 0.78], [3.33, -2.73, 1.36], [4.33, -3.67, 1.36], [3.59, -1.48, 1.92], [2.58, -0.53, 1.87], [0.96, 2.85, 0.61], [1.67, 3.79, -0.14], [2.93, 1.69, -2.54], [1.65, 0.05, -1.18], [-0.63, 0.13, 0.86], [0.08, -2.32, 0.42], [1.94, -4.04, 0.35], [4.54, -1.26, 2.40], [2.77, 0.47, 2.27], [0.40, 3.19, 1.46], [1.69, 4.84, 0.15]],
  "gap_ev": 7.40,
  "smiles": "CC1(C)OB(C(c2ccc(F)cc2)c2ccc(F)cc2)OC1(C)C.Cc1ccc(-c2ccc(N(C)C)cc2)s1",
  "charge": 0
}

=====

## x
{
  "formula": "C32H36BF2NO2S",
  "method": "ωB97M-V/def2-TZVPD",
  "species": ["F", "C", "C", "C", "C", "C", "C", "C", "C", "C", "C", "C", "F", "C", "C", "H", "H", "H", "H", "H", "H", "H", "H", "H", "C", "C", "C", "C", "C", "B", "C", "C", "C", "C", "N", "C", "C", "C", "C", "O", "C", "C", "C", "C", "C", "C", "O", "S", "H", "H", "H", "H", "H", "H", "H", "H", "H", "H", "H", "H", "H", "H", "H", "H", "H", "H", "H", "H", "H", "H", "H", "H", "H", "H", "H"],
  "coordinates": [[0.73, -0.67, -4.27], [1.23, -0.36, -3.02], [2.49, -0.85, -2.67], [2.91, -0.63, -1.36], [2.13, 0.13, -0.48], [0.93, 0.74, -0.89], [0.39, 1.93, -0.17], [-1.05, 2.30, -0.31], [-1.39, 3.67, -0.21], [-2.66, 4.12, -0.55], [-3.65, 3.22, -0.99], [-3.30, 1.87, -1.04], [-4.26, 0.97, -1.47], [-2.04, 1.39, -0.70], [0.44, 0.40, -2.17], [3.09, -1.39, -3.40], [3.87, -1.03, -1.01], [2.52, 0.35, 0.51], [0.95, 2.83, -0.65], [-0.63, 4.39, 0.10], [-2.90, 5.18, -0.49], [-4.65, 3.55, -1.27], [-1.81, 0.33, -0.77], [-0.50, 0.80, -2.54], [-0.38, -2.92, 4.35], [-0.76, -2.24, 3.09], [-1.96, -1.60, 2.82], [-2.11, -1.26, 1.44], [-1.04, -1.68, 0.65], [1.28, 2.80, 1.02], [-1.08, -2.13, -0.72], [-0.01, -2.90, -1.24], [-0.03, -3.36, -2.54], [-1.09, -3.02, -3.42], [-0.97, -3.25, -4.76], [-2.01, -2.85, -5.69], [0.28, -3.70, -5.34], [-2.21, -2.33, -2.89], [-2.22, -1.95, -1.56], [0.58, 3.35, 2.09], [1.03, 2.45, 3.13], [0.83, 3.08, 4.49], [0.17, 1.18, 3.06], [2.55, 2.21, 2.74], [3.47, 3.31, 3.28], [3.11, 0.86, 3.13], [2.56, 2.35, 1.30], [0.28, -2.19, 1.71], [-1.28, -3.03, 4.98], [0.01, -3.93, 4.15], [0.38, -2.37, 4.91], [-2.72, -1.46, 3.58], [-3.01, -0.80, 1.04], [0.85, -3.12, -0.60], [0.79, -3.97, -2.90], [-2.98, -3.23, -5.36], [-2.08, -1.76, -5.81], [-1.78, -3.29, -6.66], [1.09, -2.96, -5.20], [0.59, -4.66, -4.91], [0.14, -3.83, -6.42], [-3.06, -2.09, -3.53], [-3.12, -1.50, -1.14], [1.32, 2.47, 5.25], [1.24, 4.09, 4.52], [-0.24, 3.11, 4.72], [0.40, 0.47, 3.87], [-0.89, 1.45, 3.14], [0.28, 0.63, 2.10], [3.62, 3.21, 4.36], [4.46, 3.22, 2.81], [3.07, 4.31, 3.07], [3.08, 0.76, 4.23], [2.55, 0.03, 2.69], [4.16, 0.79, 2.82]],
  "gap_ev": 7.07,
  "smiles": "CC1(C)OB(C(c2cccc(F)c2)c2cccc(F)c2)OC1(C)C.Cc1ccc(-c2ccc(N(C)C)cc2)s1",
  "charge": 0
}

=====

Tell me which of them is the least stable. Sure, it is x.

=====

## w
{
  "formula": "C2H6S2",
  "method": "ωB97M-V/def2-TZVPD",
  "species": ["C", "C", "H", "H", "H", "H", "H", "H", "S", "S"],
  "coordinates": [[0.23, -0.80, 0.40], [0.01, 0.59, -0.34], [-1.67, 0.13, 2.16], [-0.39, -1.54, -0.21], [1.37, -1.16, 0.59], [0.79, 1.25, 0.24], [-0.92, 1.01, 0.06], [1.23, 0.43, -2.79], [-0.56, -0.92, 2.03], [-0.10, 1.00, -2.14]],
  "gap_ev": 9.64,
  "smiles": "SCCS",
  "charge": 0
}

=====

## x
{
  "formula": "C2H6S2",
  "method": "ωB97M-V/def2-TZVPD",
  "species": ["S", "S", "H", "H", "C", "C", "H", "H", "H", "H"],
  "coordinates": [[0.74, 1.47, -2.31], [-0.44, 2.44, -0.97], [1.93, 2.11, -2.17], [-0.19, 1.96, 0.27], [-0.19, -1.87, 0.49], [-0.57, -0.85, 1.26], [-0.83, -2.45, -0.15], [0.89, -2.00, 0.41], [-1.57, -0.47, 1.39], [0.23, -0.34, 1.77]],
  "gap_ev": 9.80,
  "smiles": "C=C.SS",
  "charge": 0
}

=====

## y
{
  "formula": "C2H6S2",
  "method": "ωB97M-V/def2-TZVPD",
  "species": ["C", "C", "S", "S", "H", "H", "H", "H", "H", "H"],
  "coordinates": [[0.09, -0.67, -3.09], [-0.36, 0.17, 1.90], [-0.20, -1.75, -1.98], [1.17, 1.20, 1.70], [2.17, 0.29, 1.92], [0.67, -0.81, -4.05], [-0.34, 0.29, -2.94], [-0.69, 0.22, 2.88], [0.02, -0.77, 1.52], [-1.11, 0.58, 1.37]],
  "gap_ev": 8.59,
  "smiles": "C=S.CS",
  "charge": 0
}

=====

Tell me which of them is the least stable. Sure, it is w.